{"formula": "C40H80Cl2O39", "method": "ωB97M-V/def2-TZVPD", "homo_ha": -0.3897, "e_tot_ev": -147669.2614, "homo_lumo_gap_ev": 10.7, "multiplicity": 1, "elements": ["C", "O", "C", "O", "O", "C", "H", "H", "H", "H", "H", "H", "C", "O", "C", "O", "O", "C", "H", "H", "H", "H", "H", "H", "C", "O", "C", "O", "O", "C", "H", "H", "H", "H", "H", "H", "C", "O", "C", "O", "O", "C", "H", "H", "H", "H", "H", "H", "C", "O", "C", "O", "O", "C", "H", "H", "H", "H", "H", "H", "C", "O", "C", "O", "O", "C", "H", "H", "H", "H", "H", "H", "C", "O", "C", "O", "O", "C", "H", "H", "H", "H", "H", "H", "C", "O", "C", "O", "O", "C", "H", "H", "H", "H", "H", "H", "C", "O", "C", "O", "O", "C", "H", "H", "H", "H", "H", "H", "C", "O", "C", "O", "O", "C", "H", "H", "H", "H", "H", "H", "C", "O", "C", "O", "O", "C", "H", "H", "H", "H", "H", "H", "C", "O", "C", "O", "O", "C", "H", "H", "H", "H", "H", "H", "C", "O", "C", "O", "O", "C", "H", "H", "H", "H", "H", "H", "C", "Cl", "Cl", "H", "H"], "positions_angstrom": [[2.437856, -0.401836, 6.808344], [1.571515, -1.011357, 5.917546], [0.344687, -0.424206, 5.769531], [0.014406, 0.675452, 6.220247], [-0.520764, -1.177468, 5.016642], [-0.169169, -2.538123, 4.596015], [2.118886, -0.524566, 7.843384], [2.658340, 0.623692, 6.512085], [3.364853, -0.975227, 6.809809], [-1.038852, -3.051421, 4.185798], [0.224235, -3.109441, 5.436807], [0.592500, -2.422567, 3.824899], [-3.245908, -7.244894, -3.474101], [-4.193738, -7.246222, -2.364376], [-3.897694, -6.648750, -1.225867], [-2.908028, -6.026660, -0.898488], [-4.951427, -6.929358, -0.437202], [-5.148501, -6.175216, 0.754799], [-2.249520, -6.989837, -3.113202], [-3.619463, -6.477112, -4.151633], [-3.118418, -8.192272, -3.997869], [-4.249073, -5.580063, 0.912605], [-5.418880, -6.775281, 1.623649], [-5.962840, -5.454036, 0.685080], [5.902003, -7.504268, 2.600916], [4.653071, -7.234963, 3.294013], [3.746566, -6.309486, 2.806504], [2.831208, -5.966988, 3.553607], [3.957859, -5.881214, 1.596276], [3.090508, -4.905470, 1.008360], [6.526299, -8.251134, 3.091363], [6.428759, -6.550072, 2.612560], [5.773913, -7.800267, 1.559718], [3.277175, -4.767192, -0.056589], [3.345050, -3.954882, 1.477070], [2.015668, -5.023297, 1.145960], [10.698083, 4.774412, -5.147960], [9.435071, 4.790224, -4.469736], [9.304088, 4.142809, -3.299128], [10.144996, 3.397815, -2.838687], [8.127319, 4.405701, -2.756067], [7.743516, 3.730519, -1.578558], [10.710135, 5.549660, -5.914073], [10.771173, 3.818177, -5.666011], [11.582948, 4.982494, -4.546444], [6.785305, 4.084101, -1.197902], [8.586795, 3.757455, -0.888447], [7.596967, 2.657456, -1.701735], [-3.929463, 3.109944, 2.809370], [-4.627236, 4.289666, 2.334697], [-5.773505, 4.692830, 2.897977], [-6.203799, 4.372148, 3.994804], [-6.296913, 5.642629, 2.099675], [-7.295196, 6.509644, 2.559322], [-2.846667, 3.234710, 2.800372], [-4.269905, 2.305265, 2.157683], [-4.316101, 2.857193, 3.796657], [-8.155000, 5.902201, 2.841914], [-7.671866, 7.329383, 1.947572], [-6.949199, 6.959224, 3.490058], [-1.912706, -5.490616, -8.435429], [-0.785611, -5.402037, -7.579714], [-0.881998, -4.592534, -6.478153], [-1.855836, -3.879835, -6.204276], [0.193060, -4.917632, -5.722835], [0.428081, -4.294505, -4.488443], [-2.543289, -6.260572, -7.990897], [-1.588394, -5.664158, -9.461491], [-2.571570, -4.623446, -8.390636], [-0.405893, -4.508325, -3.819966], [0.662623, -3.233521, -4.574577], [1.349011, -4.753915, -4.129374], [-3.105203, 1.403604, -4.916743], [-2.955924, 2.416631, -3.921991], [-3.573863, 3.654852, -4.179085], [-3.957961, 4.057791, -5.286264], [-3.749861, 4.264857, -3.035209], [-4.502299, 5.510096, -2.836926], [-2.805366, 0.414497, -4.570507], [-2.535036, 1.681012, -5.803340], [-4.177534, 1.364232, -5.108199], [-5.569864, 5.307025, -2.752299], [-4.421792, 6.086663, -3.758448], [-4.186060, 6.091994, -1.971196], [-1.673183, -1.207762, -0.028952], [-0.941717, -0.051014, 0.393300], [0.426520, -0.100690, 0.316870], [1.097738, -0.900972, -0.330162], [0.910139, 1.034310, 0.982921], [2.304146, 1.359206, 0.982558], [-2.663259, -1.242898, 0.425590], [-1.069117, -2.076021, 0.234341], [-1.815945, -1.155940, -1.108319], [2.850199, 1.133083, 0.066701], [2.782543, 0.921389, 1.858644], [2.426142, 2.439003, 1.067711], [-6.880060, -0.980865, 3.838488], [-6.714941, -1.716307, 5.092580], [-7.128807, -2.986019, 5.242188], [-7.626913, -3.695717, 4.377026], [-6.824606, -3.384283, 6.528277], [-7.204831, -4.756524, 6.850725], [-6.847639, 0.095681, 4.006112], [-7.818696, -1.294558, 3.381685], [-5.919323, -1.165796, 3.357976], [-6.711378, -5.021435, 7.785826], [-6.859459, -5.458981, 6.092188], [-8.261975, -4.997228, 6.963037], [-0.633895, 7.726019, -4.937150], [-0.851975, 7.223634, -3.600677], [0.073341, 7.537158, -2.691000], [1.069160, 8.281857, -2.874422], [-0.201125, 6.803375, -1.536254], [0.666331, 6.860832, -0.395890], [-0.864202, 8.781941, -5.078893], [-1.352076, 7.212364, -5.576275], [0.410474, 7.548898, -5.194089], [1.645652, 6.416275, -0.573080], [0.259267, 6.303580, 0.447840], [0.850125, 7.911720, -0.172417], [8.049639, 2.830361, 4.319506], [6.950785, 3.108899, 5.132836], [5.872287, 3.720024, 4.532146], [5.867268, 4.030767, 3.335788], [4.905271, 3.903733, 5.496939], [3.617587, 4.313063, 5.023013], [8.908224, 2.454865, 4.876231], [8.495289, 3.695619, 3.828772], [7.819200, 2.110176, 3.534438], [3.125737, 4.480886, 5.981140], [3.216109, 3.433925, 4.518991], [3.651423, 5.220665, 4.420340], [-6.165834, -2.791810, -3.124337], [-6.476044, -1.430967, -3.261513], [-6.710797, -0.663068, -2.210056], [-6.622824, -1.022489, -1.074711], [-6.938331, 0.564699, -2.665774], [-7.195076, 1.658204, -1.773927], [-6.775845, -3.454721, -2.510713], [-5.221848, -2.912371, -2.592868], [-5.912088, -3.207778, -4.099364], [-7.212378, 2.582061, -2.352119], [-6.439352, 1.739540, -0.992668], [-8.154067, 1.473431, -1.289878], [6.689514, -2.827376, -1.758700], [6.268605, -3.079426, -0.430772], [6.711281, -2.242603, 0.507805], [7.409058, -1.235123, 0.383825], [6.356723, -2.808680, 1.625942], [6.365779, -2.084548, 2.831392], [7.750838, -2.826715, -2.007045], [6.226202, -1.891649, -2.071555], [6.198915, -3.624092, -2.317847], [5.874447, -2.661370, 3.614951], [5.757766, -1.185165, 2.733773], [7.332135, -1.791414, 3.241665], [1.380412, 3.116609, -3.165821], [2.745494, 4.072398, -2.621111], [1.935413, 1.679598, -4.056886], [0.867412, 2.692156, -2.302817], [0.687676, 3.760557, -3.707629]], "atomic_forces_ev_per_a": [[1.49, 0.21, 1.06], [-2.22, -0.44, -1.08], [-0.92, 1.12, 0.11], [1.01, -2.78, -1.06], [0.68, 0.18, 0.81], [0.76, 0.83, 0.22], [-0.50, 0.60, -0.03], [-0.19, 0.04, 0.35], [0.05, -0.01, -0.53], [-0.14, 0.55, 0.16], [0.00, 0.08, -0.10], [0.02, -0.36, 0.03], [0.28, 1.03, 0.64], [0.68, -0.90, -1.46], [0.24, 0.12, 1.18], [-0.77, -0.42, -0.76], [-0.62, 0.05, 0.23], [0.54, 1.06, 0.32], [-0.11, 0.29, 0.09], [0.28, -0.12, -0.16], [-0.82, -0.22, 0.47], [0.04, -0.22, 0.45], [0.48, -0.50, -0.34], [-0.19, -0.11, -0.68], [-0.21, 1.32, -0.45], [-0.33, 0.19, -0.95], [-1.23, -0.46, 3.25], [1.50, -0.44, -1.63], [0.53, -0.58, -1.56], [-0.18, 1.50, 0.47], [-0.68, 0.02, 0.47], [0.37, -0.13, -0.18], [-0.33, -0.03, 0.07], [0.44, -0.66, 0.17], [-0.06, 0.11, 0.00], [0.19, -0.74, 0.32], [0.08, -0.43, -0.46], [-0.39, 0.85, 0.48], [1.39, -1.04, -0.06], [-0.52, 0.51, -0.11], [-0.80, 0.73, -1.05], [0.73, -1.28, 0.79], [-0.63, 0.06, 0.14], [0.36, -0.04, 0.18], [-0.35, -0.38, 0.52], [0.45, 0.66, -0.16], [-0.35, 0.46, 0.44], [0.03, -0.12, -0.70], [-1.61, -0.25, 0.33], [0.09, 0.16, -0.40], [0.03, 0.53, 1.73], [0.33, 0.13, -1.61], [1.13, -0.25, -1.65], [-1.15, -0.46, 2.55], [-0.33, 0.32, -0.15], [0.48, -0.09, -0.15], [0.36, 0.17, 0.17], [-0.23, 0.09, 0.00], [0.90, -0.52, -0.93], [0.00, 0.14, 0.09], [-1.07, 0.21, 0.62], [0.58, 1.34, 0.85], [-1.80, -0.61, 0.24], [2.75, -1.34, -0.41], [-0.73, 0.33, -1.74], [0.27, 0.16, 0.66], [0.03, -0.53, -0.63], [0.04, -0.25, 0.33], [0.49, 0.42, -0.08], [0.12, 0.33, 0.17], [-0.49, 0.10, -0.12], [-0.22, -0.16, 0.16], [-0.79, 0.63, -0.61], [-0.38, 1.98, 0.56], [-0.91, -0.74, -2.51], [1.10, -1.13, 2.42], [0.14, 0.45, 1.97], [-0.20, -0.35, -1.87], [0.30, 0.44, 0.51], [-0.19, -0.15, -0.10], [0.08, -0.24, -0.58], [0.09, -0.47, 0.22], [0.27, 0.21, 0.14], [0.55, -0.65, -0.11], [0.69, -0.30, -0.54], [1.52, 0.43, 0.73], [0.70, 0.68, -1.03], [-1.39, 1.47, 1.75], [-1.11, -1.50, -1.00], [0.41, 0.07, -0.07], [0.33, 0.34, 0.33], [-0.36, -0.21, -0.15], [0.12, -0.15, -0.04], [-0.33, -0.65, -0.04], [0.04, -0.24, -0.17], [-0.60, 0.06, 0.20], [0.70, -0.93, 0.75], [-0.43, 0.10, 0.96], [0.04, -0.64, -0.73], [0.61, 1.14, 1.45], [-1.05, -0.34, -1.15], [0.60, -0.40, -0.26], [-0.45, -0.17, 0.74], [0.50, -0.02, -0.48], [-0.57, -0.36, -0.98], [0.06, 0.42, -0.07], [0.23, 0.28, -0.17], [-0.22, 0.92, -0.08], [0.04, 0.00, -0.09], [0.05, 0.41, 0.44], [3.05, 0.73, 0.86], [-3.37, -2.34, 0.82], [-0.22, 0.46, -1.65], [0.90, 0.84, -0.46], [0.17, 0.14, 0.65], [0.32, -0.39, 0.16], [-0.20, -0.04, -0.25], [-0.02, -0.08, -0.52], [-0.63, 0.27, -0.36], [-0.11, -0.07, 0.38], [1.44, -0.08, -1.36], [-1.84, 0.83, 0.44], [0.83, 0.10, -0.95], [-0.72, -0.63, 2.99], [2.34, -0.23, -1.75], [0.26, -0.47, 0.72], [-0.61, -0.28, 0.68], [-0.59, 0.41, -0.10], [-0.20, -0.03, 0.04], [-0.50, 0.13, -0.41], [-0.48, 0.44, -0.26], [0.03, -0.23, -0.08], [1.95, -1.08, 0.87], [-0.80, 0.10, -1.24], [0.74, 0.12, 0.03], [-0.30, 0.02, 0.96], [-0.02, 0.52, -0.61], [-0.14, -0.64, 0.62], [-1.02, 0.55, -0.41], [0.38, 0.43, 0.19], [-0.76, 0.24, -0.12], [-0.04, -0.35, -0.16], [0.13, -0.14, -0.11], [-0.05, 0.24, -0.01], [-1.22, 0.17, -1.12], [0.79, 0.22, -0.08], [2.10, 1.37, -0.60], [-1.68, -1.70, -0.10], [-0.61, -0.80, 1.60], [-0.48, 1.01, 1.06], [0.08, 0.00, 0.77], [0.31, 0.12, -0.18], [0.19, 0.03, -0.13], [0.03, -0.45, -0.39], [0.12, 0.17, -0.19], [0.30, -0.17, -0.61], [-0.41, -0.60, 0.58], [0.16, 0.29, 0.13], [-0.22, 0.31, -0.32], [0.09, 0.34, 0.00], [0.29, -0.34, -0.33]], "lowdin_charge": [-0.075, -0.038, -0.517, 0.102, -0.023, -0.016, 0.104, 0.097, 0.094, 0.092, 0.094, 0.088, -0.003, 0.007, -0.603, 0.106, -0.005, -0.040, 0.085, 0.093, 0.092, 0.085, 0.094, 0.090, -0.037, -0.023, -0.577, 0.095, 0.006, -0.015, 0.090, 0.088, 0.088, 0.095, 0.093, 0.098, -0.042, -0.005, -0.598, 0.112, 0.010, -0.044, 0.089, 0.096, 0.096, 0.097, 0.096, 0.095, -0.005, -0.014, -0.573, 0.109, -0.013, -0.064, 0.097, 0.089, 0.088, 0.094, 0.095, 0.097, -0.054, -0.025, -0.517, 0.090, -0.018, -0.050, 0.095, 0.098, 0.087, 0.097, 0.100, 0.095, -0.051, -0.052, -0.543, 0.086, -0.003, 0.012, 0.091, 0.094, 0.095, 0.087, 0.088, 0.096, -0.033, -0.029, -0.494, 0.096, -0.039, -0.052, 0.093, 0.093, 0.093, 0.092, 0.088, 0.087, 0.003, -0.025, -0.552, 0.093, -0.017, -0.045, 0.086, 0.098, 0.095, 0.089, 0.086, 0.091, -0.024, -0.016, -0.509, 0.075, -0.044, -0.052, 0.095, 0.093, 0.098, 0.074, 0.092, 0.093, -0.087, -0.016, -0.498, 0.095, -0.033, -0.035, 0.094, 0.095, 0.095, 0.098, 0.094, 0.097, -0.059, 0.011, -0.629, 0.138, -0.002, -0.021, 0.099, 0.087, 0.098, 0.091, 0.093, 0.097, -0.046, -0.004, -0.607, 0.112, 0.007, -0.044, 0.102, 0.098, 0.093, 0.093, 0.096, 0.098, -1.031, 0.519, 0.491, 0.016, 0.033]}